[1]
C10H28FN6O7PS | ωB97M-V with the def2-TZVPD basis set

Atoms and positions in Å:
O1 1.192 2.603 0.978
S1 0.719 1.553 0.101
O2 1.642 1.456 -1.013
F1 -0.725 1.916 -0.555
P1 0.759 -0.456 1.170
C1 -0.001 0.217 2.717
C2 -1.453 0.775 2.583
C3 -2.519 -0.321 2.282
C4 -2.934 -0.397 0.803
O3 -3.368 0.898 0.389
C5 1.021 -2.200 1.861
C6 -0.302 -3.043 1.654
C7 -0.129 -4.611 1.818
O4 -0.796 -3.712 2.789
H1 0.063 -1.031 0.090
H2 2.170 -0.343 1.067
H3 0.617 0.985 3.206
H4 -0.072 -0.599 3.451
H5 -1.708 1.148 3.590
H6 -1.538 1.641 1.916
H7 -2.248 -1.305 2.690
H8 -3.430 -0.013 2.822
H9 -2.151 -0.821 0.152
H10 -3.831 -1.047 0.767
H11 -3.702 0.818 -0.514
H12 1.736 -2.759 1.241
H13 1.247 -2.255 2.933
H14 -1.008 -2.691 0.887
H15 0.955 -4.575 1.874
H16 -0.741 -4.911 0.970
N1 -1.453 4.711 4.855
C8 -2.804 4.582 5.006
N2 -3.528 4.786 3.865
O5 -3.323 4.307 6.073
H17 -1.008 4.936 3.986
H18 -0.886 4.569 5.671
H19 -4.525 4.699 3.935
H20 -3.119 5.012 2.979
N3 1.881 -1.005 -3.240
C9 1.619 -2.117 -2.527
N4 1.809 -3.297 -3.190
O6 1.235 -2.079 -1.357
H21 2.199 -1.009 -4.206
H22 1.751 -0.121 -2.771
H23 1.623 -4.144 -2.686
H24 2.121 -3.353 -4.141
N5 4.483 0.349 -6.773
C10 3.135 0.198 -6.679
N6 2.444 0.406 -7.833
O7 2.580 -0.102 -5.630
H25 4.959 0.594 -7.620
H26 5.020 0.203 -5.937
H27 1.446 0.303 -7.795
H28 2.876 0.653 -8.703

Forces on the atoms, in the same order (eV/Å):
-1.47 0.11 0.60
2.34 1.89 -0.90
-0.91 -0.88 -0.65
0.43 0.09 0.36
0.78 -2.98 1.91
-1.12 0.55 0.22
0.05 -0.58 0.69
-0.25 1.03 -0.33
-0.82 -0.47 0.57
0.26 -0.14 -0.18
-1.89 -1.05 -0.62
1.45 -0.63 0.86
-0.52 4.74 -0.88
0.25 -0.84 -1.12
-0.04 0.80 0.02
-0.50 0.83 -0.44
0.13 -0.16 -0.68
0.20 0.03 -0.48
0.25 0.06 -0.34
0.04 -0.37 -0.02
0.11 0.23 -0.27
0.24 -0.17 -0.19
-0.18 0.31 0.09
0.57 -0.18 -0.13
0.14 0.11 0.21
0.29 0.62 0.25
0.28 0.07 -0.32
0.02 -0.21 0.53
-0.24 -1.50 0.41
0.12 -1.26 0.70
0.25 -0.01 0.08
-0.03 0.00 -0.04
-0.20 0.02 -0.09
0.01 -0.01 0.00
-0.03 -0.03 0.00
-0.03 0.01 -0.03
0.05 -0.01 0.00
0.03 -0.03 0.03
-0.03 -0.22 0.08
0.13 0.62 -0.30
-0.07 -0.38 0.19
-0.07 -0.46 0.22
-0.17 0.13 0.52
0.06 -0.02 0.03
0.01 0.03 -0.03
-0.01 0.10 0.01
0.15 -0.06 0.17
0.12 0.05 -0.16
-0.24 -0.04 -0.03
0.13 0.12 -0.56
-0.04 0.01 0.00
-0.02 0.04 -0.03
0.04 0.02 0.00
0.02 0.01 0.04

Computed properties:
- HOMO-LUMO gap: 9.18 eV
- Electronic energy: -56937.530 eV
- Charge: 0
- Highest occupied orbital energy: -8.87 eV
- SMILES: O=S(=O)(F)[PH2](CCCCO)C[C@H]1CO1.NC(N)=O.NC(N)=O.NC(N)=O

***

[2]
C10H28LiN2O4 | ωB97M-V with the def2-TZVPD basis set

Atoms and positions in Å:
Li1 13.948 15.393 15.202
C1 12.102 17.163 16.686
C2 12.820 17.788 15.508
C3 14.307 17.957 15.717
O1 14.921 16.757 16.189
C4 16.285 17.018 16.430
N1 12.661 16.855 14.350
H1 11.011 17.111 16.633
H2 12.250 17.789 17.573
H3 12.416 16.136 16.880
H4 12.353 18.749 15.281
H5 14.492 18.766 16.434
H6 14.789 18.314 14.799
H7 16.810 17.287 15.510
H8 16.798 16.131 16.805
H9 16.450 17.765 17.210
H10 11.671 16.674 14.190
H11 12.909 17.323 13.476
C5 13.965 14.077 18.742
C6 14.936 13.836 17.598
C7 15.800 12.587 17.805
O2 16.374 12.248 16.558
C8 17.270 11.136 16.703
N2 14.161 13.767 16.314
H12 13.515 15.065 18.648
H13 14.434 14.063 19.731
H14 13.186 13.312 18.796
H15 15.621 14.681 17.630
H16 15.184 11.752 18.158
H17 16.571 12.841 18.536
H18 16.684 10.300 17.084
H19 18.132 11.429 17.301
H20 17.649 10.893 15.712
H21 14.647 12.993 15.847
H22 13.262 13.338 16.529
C9 13.769 14.248 12.447
C10 15.237 14.260 12.704
O3 15.593 15.303 13.616
O4 13.096 13.761 13.638
H23 13.516 13.549 11.651
H24 13.336 15.228 12.249
H25 15.776 14.373 11.759
H26 15.592 13.323 13.148
H27 16.537 15.321 13.785
H28 12.151 13.910 13.559

Forces on the atoms, in the same order (eV/Å):
0.34 -0.40 -0.66
-0.31 0.27 0.93
-0.63 -0.85 -0.79
0.08 1.02 0.49
-0.34 0.61 -0.12
1.08 -0.52 0.19
-0.42 0.25 -0.34
0.06 0.16 -0.69
0.33 -0.31 0.05
0.28 0.12 0.14
0.30 0.17 0.10
-0.12 -0.15 0.19
-0.02 -0.33 -0.19
-0.14 0.31 0.00
-0.39 -0.25 -0.11
-0.30 0.29 -0.22
0.04 -0.13 0.40
0.44 -0.02 0.27
0.03 -0.09 0.57
-0.54 -0.08 0.47
-0.54 0.42 -0.36
0.51 -0.10 0.19
-0.42 0.56 -0.73
0.86 -0.88 0.93
-0.16 -0.07 -0.09
0.25 0.00 -0.19
-0.06 0.06 -0.21
-0.05 0.13 -0.63
0.06 -0.08 0.18
0.05 -0.24 0.16
0.42 -0.22 0.29
-0.13 -0.25 0.39
-0.15 -0.03 -0.04
-0.19 0.50 -0.66
-0.02 0.17 0.09
-1.25 -0.59 0.87
1.20 -0.18 0.00
-0.93 0.49 0.16
0.54 0.21 0.20
0.29 0.16 -0.33
0.47 0.19 -0.42
-0.13 0.16 -0.02
-0.45 -0.19 -0.19
0.12 -0.24 -0.10
-0.06 -0.03 -0.19

Computed properties:
- Relative energy (zero: lowest compared OMol25 entry of this formula, charge and spin): 31.9 kJ/mol
- HOMO-LUMO gap: 10.44 eV
- Electronic energy: -22195.161 eV
- Charge: +1
- Highest occupied orbital energy: -12.81 eV

***

[3]
C10H28MnO12S2 | ωB97M-V with the def2-TZVPD basis set

Atoms and positions in Å:
Mn1 0.118 -0.117 0.020
S1 3.272 0.218 1.332
O1 3.482 1.670 1.526
O2 4.446 -0.446 0.756
O3 3.136 -0.060 2.773
O4 2.015 -0.032 0.598
S2 -0.478 1.939 2.673
O5 -1.346 1.098 3.507
O6 -0.365 1.311 1.337
O7 -0.998 3.316 2.568
O8 0.858 2.024 3.256
C1 1.057 -1.567 -2.624
O9 0.837 -1.735 -1.210
H1 2.013 -1.062 -2.755
H2 1.146 -2.552 -3.087
H3 0.190 -1.056 -3.039
H4 1.327 -2.543 -1.034
C2 0.663 -2.379 3.395
C3 0.428 -2.723 1.942
C4 -0.441 -3.987 1.730
O10 -0.362 -1.632 1.449
H5 -0.314 -2.349 3.890
H6 1.062 -1.372 3.530
H7 1.160 -3.217 3.889
H8 1.363 -2.749 1.382
H9 -0.278 -4.294 0.695
H10 -1.489 -3.790 1.949
H11 -0.052 -4.755 2.401
H12 -1.084 -1.426 2.054
C5 -2.949 1.633 -1.445
C6 -3.036 0.432 -0.514
C7 -4.287 -0.407 -0.784
O11 -1.860 -0.380 -0.751
H13 -3.021 1.322 -2.489
H14 -2.036 2.215 -1.332
H15 -3.830 2.219 -1.177
H16 -2.964 0.777 0.519
H17 -4.224 -1.337 -0.214
H18 -4.426 -0.690 -1.829
H19 -5.226 0.030 -0.441
H20 -2.139 -1.138 -1.272
C8 2.752 1.865 -1.895
C9 1.375 2.318 -1.396
C10 0.817 3.545 -2.099
O12 0.488 1.256 -1.639
H21 2.757 1.708 -2.982
H22 3.029 0.866 -1.560
H23 3.491 2.631 -1.663
H24 1.477 2.561 -0.336
H25 -0.199 3.858 -1.857
H26 0.768 3.373 -3.181
H27 1.516 4.373 -1.973
H28 0.362 1.235 -2.592

Forces on the atoms, in the same order (eV/Å):
0.93 1.38 1.97
2.40 4.12 6.07
0.33 1.33 -3.69
-0.29 -1.00 -1.56
-0.85 -3.91 0.23
-0.68 -1.29 -1.80
2.21 2.21 3.55
-1.33 -1.08 -0.08
-0.99 -0.77 -2.93
-1.14 0.00 -1.00
-0.26 -0.42 -0.15
0.22 -0.32 0.53
-0.15 -1.24 -1.77
-0.24 0.41 -0.27
-0.16 -0.03 -0.16
0.25 0.20 -0.11
0.10 0.24 0.97
-0.63 -0.65 0.37
-1.55 0.65 0.95
1.57 0.23 0.13
-0.10 -0.40 -1.08
-0.30 -0.01 -0.07
0.76 -0.25 -0.14
0.64 0.39 0.14
-0.05 0.16 -0.06
-0.47 -0.27 -0.04
0.05 0.02 -0.04
-0.20 -0.29 -0.11
0.26 0.36 0.41
-0.61 -0.10 0.34
0.31 0.41 -0.75
0.01 -0.47 0.67
-0.96 -0.51 -0.37
-0.12 -0.10 -0.07
-0.07 -0.08 0.38
0.13 0.48 -0.32
0.00 -0.13 0.08
0.14 -0.10 0.04
0.23 0.21 -0.18
0.18 0.45 -0.05
0.21 -0.15 0.05
-0.18 0.38 -0.68
1.30 0.86 -0.06
0.58 0.31 -0.85
-1.16 -0.70 -0.11
-0.30 0.50 -0.43
0.05 0.39 0.98
0.24 -0.35 0.20
-0.39 -0.72 0.26
0.14 -0.17 0.73
0.20 -0.19 -0.26
-0.17 0.16 0.14
-0.09 -0.15 -0.01

Computed properties:
- Multiplicity: 6
- Relative energy (zero: lowest compared OMol25 entry of this formula, charge and spin): 242.1 kJ/mol
- HOMO-LUMO gap (spin up / spin down): 3.06 / 3.05 eV
- Electronic energy: -88384.640 eV
- Charge: -2
- Highest occupied orbital energy (spin up / spin down): 0.47 / 0.47 eV
- <S²>: 8.7532

***

[4]
C10H29NO7 | ωB97M-V with the def2-TZVPD basis set

Atoms and positions in Å:
C1 0.348 -0.490 -4.442
C2 -0.020 -0.633 -2.976
C3 -0.918 -1.823 -2.623
O1 -2.082 -1.909 -3.485
C4 -3.075 -2.840 -3.168
N1 1.081 -0.744 -2.170
H1 1.191 0.183 -4.592
H2 -0.494 -0.110 -5.021
H3 0.680 -1.407 -4.928
H4 -0.441 0.333 -2.696
H5 -1.152 -1.655 -1.572
H6 -0.457 -2.793 -2.811
H7 -3.659 -2.360 -2.383
H8 -2.867 -3.863 -2.855
H9 -3.774 -2.982 -3.992
H10 0.827 -0.754 -1.192
H11 1.647 0.091 -2.224
C5 1.940 -0.113 4.488
C6 1.349 -1.023 3.423
O2 0.471 -0.363 2.558
O3 2.877 -0.702 5.351
H12 1.138 0.118 5.190
H13 2.281 0.833 4.068
H14 0.762 -1.697 4.047
H15 2.049 -1.618 2.835
H16 -0.465 -0.525 2.694
H17 2.460 -1.292 5.983
C7 -0.606 3.581 0.254
C8 -1.916 2.893 0.670
O4 -1.656 1.556 1.060
O5 0.178 3.836 1.461
H18 -0.741 4.584 -0.150
H19 -0.147 2.856 -0.418
H20 -2.626 2.751 -0.145
H21 -2.307 3.421 1.539
H22 -1.097 1.560 1.840
H23 1.085 3.983 1.182
C9 1.301 -0.771 0.557
C10 0.378 0.396 0.295
O6 -0.974 -0.006 0.021
O7 2.629 -0.322 0.853
H24 1.281 -1.106 -0.480
H25 1.008 -1.564 1.246
H26 0.796 1.219 -0.284
H27 0.184 0.977 1.197
H28 -1.449 0.826 0.075
H29 2.978 -0.536 1.721

Forces on the atoms, in the same order (eV/Å):
0.01 -0.28 -0.69
-1.94 0.45 -2.09
-1.14 -0.21 -1.03
0.84 0.45 -0.46
-1.20 0.73 0.73
3.11 -0.59 0.12
-0.04 0.34 0.28
-0.03 -0.02 0.03
-0.15 -0.35 0.25
-1.44 0.03 -0.19
-0.47 -0.43 0.09
0.89 0.16 0.49
-0.38 -0.39 0.43
1.10 0.00 0.15
0.30 0.40 -0.42
-1.86 0.87 -3.52
0.37 0.05 -0.27
-0.98 0.51 0.80
-1.22 -0.84 1.62
-0.46 1.32 3.13
1.50 -0.32 -0.57
-0.70 0.62 -0.60
0.53 -0.15 0.07
0.11 -0.79 -0.26
0.27 0.01 0.19
0.06 -0.46 0.39
-0.21 0.07 -0.15
-0.26 0.26 1.01
0.54 0.76 0.77
-3.39 5.50 4.01
-0.62 -0.92 -0.62
-0.42 -0.35 -0.72
0.49 0.55 -0.20
-0.02 0.73 -0.01
-0.53 0.29 -0.30
0.03 0.06 0.14
0.13 -0.02 0.06
1.07 -0.23 -1.63
-1.78 1.56 3.01
3.67 -5.22 -3.79
0.01 0.52 -0.77
3.01 -2.82 4.01
-0.26 0.19 -1.17
0.35 -0.75 -1.32
1.73 -0.26 -0.24
-0.07 -0.89 -0.72
-0.52 -0.13 -0.07

Computed properties:
- Relative energy (zero: lowest compared OMol25 entry of this formula, charge and spin): 677.5 kJ/mol
- HOMO-LUMO gap: 8.76 eV
- Electronic energy: -26653.297 eV
- Charge: 0
- Highest occupied orbital energy: -8.44 eV

***

[5]
C10H2Cl2N4O4 | ωB97M-V with the def2-TZVPD basis set

Atoms and positions in Å:
O1 -0.004 -0.617 4.972
C1 -0.977 -0.026 4.514
Cl1 -1.276 1.694 5.043
C2 -1.575 -0.607 3.289
N1 -2.344 -1.818 3.190
C3 -2.368 -2.164 1.878
N2 -1.528 -1.293 1.224
C4 -0.960 -1.422 -0.041
O2 -0.875 -2.478 -0.622
C5 0.031 -0.450 -0.530
C6 0.690 -0.154 -1.772
C7 0.426 -0.678 -3.157
O3 0.453 -1.870 -3.542
Cl2 0.499 0.247 -4.567
N3 1.592 0.947 -1.493
C8 1.449 1.310 -0.206
N4 0.487 0.549 0.361
C9 0.066 0.562 1.742
O4 0.711 1.281 2.582
C10 -1.004 -0.365 2.116
H1 -2.923 -3.043 1.461
H2 2.056 2.025 0.357

Forces on the atoms, in the same order (eV/Å):
-3.12 1.58 -0.60
3.79 -0.58 1.71
-0.40 -1.62 -0.54
-1.30 -2.57 0.85
-0.39 1.20 -1.38
0.89 1.01 2.99
-0.27 0.30 -1.01
2.79 -2.06 -1.60
-1.84 -0.29 0.08
0.58 3.03 -1.03
-0.33 1.77 3.13
1.90 -5.16 -1.74
-0.76 2.38 3.50
-0.22 2.86 -0.45
-1.23 -0.77 0.47
0.22 -1.24 -2.55
-1.27 -1.44 1.38
3.42 2.74 2.57
-2.97 -2.83 -3.56
0.08 0.74 -2.08
0.90 1.22 0.28
-0.45 -0.29 -0.43

Computed properties:
- HOMO-LUMO gap: 8.24 eV
- Electronic energy: -49594.980 eV
- Charge: 0
- Highest occupied orbital energy: -10.42 eV
- SMILES: O=C(Cl)c1ncn2c(=O)c3c(C(=O)Cl)ncn3c(=O)c12

***

> Which of these has the highest charge?

C10H28LiN2O4